Record 1
The following is a DFT calculation (wB97M-V/def2-TZVPD) of a molecular structure, C6H8O2.

## Properties
- Gap between HOMO and LUMO: 9.61 eV
- Spin multiplicity: 1

Structure (XYZ):
```
16
Properties=species:S:1:pos:R:3:forces:R:3
C 0.786 0.687 -0.197 -2.766 5.115 -2.305
C -0.190 0.608 1.030 4.955 0.503 6.381
C -0.997 -0.539 0.702 -1.138 -1.187 -0.230
C -1.269 -0.306 -0.726 -2.939 -0.364 -5.653
C 0.266 -0.449 -1.035 0.316 0.717 -3.120
C 0.289 -1.277 0.148 -0.369 -6.758 5.533
H 2.420 1.646 -0.127 -0.086 -3.617 -0.199
H 0.279 1.811 -0.608 2.053 -2.852 0.132
H 0.581 -0.037 1.837 -1.821 2.829 -0.917
H -0.597 1.576 1.575 0.822 -1.906 -1.589
H -1.727 -0.967 1.467 1.180 0.456 -1.275
H -1.768 -1.122 -1.294 0.330 -0.308 0.881
H -1.897 0.521 -1.275 1.618 -0.399 1.767
H 0.787 -0.606 -2.114 -1.357 0.234 2.873
O 2.185 0.618 -0.228 0.154 4.536 1.396
O 0.852 -2.167 0.845 -0.952 3.001 -3.674
```
Forces are in eV/Å.

Record 2
The following is a DFT calculation (wB97M-V/def2-TZVPD) of 2 unconnected molecules or ions with the total composition C6H8O2.

## Properties
- Total charge: +1
- Gap between HOMO and LUMO (spin up / spin down): 10.69 / 6.63 eV
- Spin multiplicity: 2

Structure (XYZ):
```
16
Properties=species:S:1:pos:R:3:forces:R:3
C -1.566 1.725 0.482 -0.094 1.882 1.434
C -0.482 1.500 -0.370 -0.853 -2.080 -0.002
C 0.149 0.285 -0.365 0.881 2.799 0.052
C -0.119 -0.561 0.732 1.658 -4.057 -1.939
O 0.492 -1.753 0.786 2.568 0.837 -1.954
C -1.183 -0.394 1.581 -3.206 2.224 3.238
C -1.837 0.832 1.528 -0.577 -1.042 0.082
H -2.079 2.709 0.529 0.298 -0.823 -0.498
H -0.256 2.129 -1.155 0.375 1.634 -1.293
H 0.987 0.284 -1.078 -0.209 -1.188 0.525
H 1.316 -1.826 0.082 -2.911 0.345 2.392
H -1.626 -0.968 2.445 1.577 -0.378 -1.370
H -2.630 1.052 2.270 0.594 -0.133 -0.701
H 2.509 -0.515 -3.626 -0.388 0.019 -0.636
H 3.013 -1.908 -3.080 0.206 2.154 -0.182
O 3.132 -0.906 -3.026 0.081 -2.195 0.852
```
Forces are in eV/Å.

Record 3
The following is a DFT calculation (wB97M-V/def2-TZVPD) of C6H8O2S in the gas phase.

## Properties
- Structure (SMILES): C#CC[C@@H](C)OC(=O)S
- Gap between HOMO and LUMO: 10.50 eV
- Spin multiplicity: 1

Structure (XYZ):
```
17
Properties=species:S:1:pos:R:3:forces:R:3
C -2.798 -0.704 -1.270 0.348 -0.654 -0.305
C -2.201 0.029 -0.540 0.390 0.732 0.703
C -1.324 0.828 0.348 0.086 -1.114 -0.099
C 0.133 0.278 0.202 0.294 1.317 -1.140
C 1.085 1.359 -0.363 0.054 0.170 -0.024
O 0.610 -0.215 1.460 0.164 -0.745 -0.790
C 1.189 -1.468 1.385 -0.939 1.145 -0.330
O 0.860 -2.279 2.172 0.537 -0.833 0.584
S 2.500 -1.786 0.154 -0.053 -0.159 -0.039
H -3.049 -1.523 -1.904 -0.483 0.225 -0.054
H -1.603 0.646 1.391 -0.156 0.348 -0.141
H -1.370 1.885 0.089 -0.054 -0.064 0.210
H 0.080 -0.515 -0.550 0.041 -0.187 0.478
H 1.196 1.283 -1.452 -0.171 -0.109 0.192
H 2.090 1.263 0.060 -0.220 -0.022 0.006
H 0.709 2.370 -0.169 0.171 -0.195 0.159
H 1.891 -1.452 -1.011 -0.007 0.146 0.589
```
Forces are in eV/Å.

Record 4
The following is a DFT calculation (wB97M-V/def2-TZVPD) of a molecular structure, C6H8O4.

## Properties
- Gap between HOMO and LUMO: 9.73 eV
- Spin multiplicity: 1

Structure (XYZ):
```
18
Properties=species:S:1:pos:R:3:forces:R:3
C -1.566 -2.859 -0.611 1.213 1.983 -9.912
C -1.084 -1.642 0.075 14.281 -9.837 -3.492
C 0.477 0.025 -0.564 7.105 3.965 0.250
C -0.069 1.113 0.284 -3.647 -2.427 -0.964
C 0.376 2.164 0.881 0.274 6.475 3.264
C 1.791 2.838 1.023 -1.486 -5.427 -4.788
H -0.956 -3.600 -1.506 -0.294 2.627 3.317
H -2.086 -3.579 -0.207 -3.090 -3.063 2.975
H -2.251 -2.417 -1.699 1.305 -1.046 3.670
H -1.664 -1.073 0.362 -10.774 9.415 5.331
H -0.231 -1.877 0.977 -2.491 0.508 -2.342
H -1.187 0.962 0.276 1.000 0.628 0.318
H -0.350 3.135 1.408 1.574 -3.640 -1.630
H 2.716 1.515 -0.614 -1.915 1.952 3.712
O -0.305 -0.874 -0.964 -1.720 -3.138 -0.562
O 1.704 0.122 -0.946 -3.941 -1.175 0.301
O 2.706 2.212 0.253 2.053 -0.656 -1.722
O 1.978 3.835 1.572 0.553 2.854 2.274
```
Forces are in eV/Å.

Record 5
The following is a DFT calculation (wB97M-V/def2-TZVPD) of C6H8OS in the gas phase.

## Properties
- Structure (SMILES): C=C/C=C\[C@H](O)C=S
- Gap between HOMO and LUMO: 8.42 eV
- Spin multiplicity: 1

Structure (XYZ):
```
16
Properties=species:S:1:pos:R:3:forces:R:3
C -0.498 0.823 2.033 0.324 0.486 -0.174
C 0.072 1.679 1.194 0.534 0.694 0.018
C 0.077 1.605 -0.273 -0.325 0.833 -0.887
C 0.215 0.539 -1.063 0.227 -0.312 -0.357
C 0.445 -0.881 -0.610 0.133 0.047 0.137
O 1.488 -1.405 -1.441 -0.162 0.356 -0.015
C -0.805 -1.698 -0.870 -0.018 -0.023 0.032
S -1.736 -2.408 0.234 0.164 0.127 -0.166
H -0.434 0.981 3.088 0.041 0.077 0.520
H -1.051 -0.025 1.707 -0.374 -0.553 -0.292
H 0.602 2.570 1.599 -0.457 -0.681 -0.223
H -0.040 2.579 -0.817 0.190 -0.859 0.687
H 0.240 0.647 -2.168 -0.111 0.040 0.825
H 0.736 -0.921 0.457 -0.251 0.019 -0.445
H 1.708 -2.283 -1.130 0.071 -0.279 0.103
H -1.019 -1.800 -1.942 0.016 0.029 0.237
```
Forces are in eV/Å.

Record 6
The following is a DFT calculation (wB97M-V/def2-TZVPD) of C6H8OS in the gas phase.

## Properties
- Structure (SMILES): C[C@]1(O)C=C[C@@H]2S[C@@H]21
- Gap between HOMO and LUMO: 9.59 eV
- Spin multiplicity: 1

Structure (XYZ):
```
16
Properties=species:S:1:pos:R:3:forces:R:3
C -0.274 1.298 1.282 -0.277 1.529 0.230
C 0.361 0.194 0.443 0.684 3.199 1.987
O 1.572 -0.017 1.164 1.059 0.601 -0.618
C 0.335 0.703 -0.967 3.397 2.501 0.612
C -0.137 -0.187 -1.796 -3.097 -0.262 -3.116
C -0.609 -1.381 -1.050 -0.279 1.209 1.711
S -1.977 -1.323 0.184 -1.001 0.891 -0.612
C -0.249 -1.070 0.424 -1.915 -5.527 -1.820
H -1.205 1.754 0.707 1.724 -1.009 1.740
H -0.455 0.871 2.355 0.022 1.186 -1.965
H 0.602 2.093 1.281 -2.093 -1.289 0.408
H 2.197 -0.350 0.528 0.719 -0.373 -0.210
H 0.839 1.733 -1.125 -1.350 -1.762 -0.174
H -0.531 0.008 -2.887 1.376 -0.431 2.149
H -0.625 -2.349 -1.429 0.608 -1.416 -0.767
H 0.153 -1.977 0.886 0.424 0.956 0.445
```
Forces are in eV/Å.

Record 7
The following is a DFT calculation (wB97M-V/def2-TZVPD) of C6H8OS in the gas phase.

## Properties
- Structure (SMILES): CO/C=C1\C=CCS1
- Gap between HOMO and LUMO: 8.20 eV
- Spin multiplicity: 1

Structure (XYZ):
```
16
Properties=species:S:1:pos:R:3:forces:R:3
C 3.164 -0.243 0.183 0.013 -0.541 0.278
O 1.947 0.121 -0.448 1.241 1.045 0.159
C 0.975 -0.755 -0.228 -2.770 -1.101 0.035
C -0.341 -0.368 -0.188 2.355 -0.722 0.627
C -0.818 0.989 -0.101 -0.009 2.011 0.065
C -2.150 1.133 -0.078 1.181 -0.063 0.157
C -2.923 -0.111 0.038 -0.614 -0.826 -0.671
S -1.693 -1.483 -0.103 -0.604 0.045 0.109
H 3.917 0.502 -0.012 0.078 0.317 -0.252
H 3.505 -1.216 -0.177 0.073 -0.034 -0.252
H 3.058 -0.357 1.264 -0.227 0.226 0.082
H 1.283 -1.821 -0.162 -0.321 0.672 -0.130
H -0.144 1.880 0.020 -0.536 -1.178 -0.579
H -2.670 2.065 -0.167 -0.078 0.485 0.328
H -3.496 -0.167 0.980 0.249 -0.066 -0.403
H -3.613 -0.170 -0.821 -0.033 -0.269 0.447
```
Forces are in eV/Å.

Record 8
The following is a DFT calculation (wB97M-V/def2-TZVPD) of C6H8OS in the gas phase.

## Properties
- Structure (SMILES): O[C@H]1[C@@H]2C=CC[C@]12S
- Gap between HOMO and LUMO: 9.53 eV
- Spin multiplicity: 1

Structure (XYZ):
```
16
Properties=species:S:1:pos:R:3:forces:R:3
O 1.387 -1.499 1.188 0.162 -0.016 -0.323
C 0.976 -0.822 0.051 -0.028 -0.071 -0.518
C -0.431 -1.005 -0.486 0.315 0.176 -0.091
C -0.597 -0.713 -1.940 0.185 0.570 0.631
C -0.301 0.555 -2.226 0.004 0.196 -0.736
C 0.062 1.357 -1.001 -0.712 -0.332 0.210
C 0.006 0.332 0.129 -0.154 -0.202 0.054
S -0.516 0.831 1.761 0.092 0.035 0.021
H 0.841 -1.187 1.911 -0.226 0.089 0.499
H 1.777 -0.745 -0.689 -0.239 -0.012 0.222
H -1.088 -1.681 0.048 0.039 0.024 -0.023
H -0.893 -1.455 -2.640 -0.200 -0.453 -0.490
H -0.319 0.999 -3.242 0.033 -0.391 0.813
H -0.650 2.166 -0.821 -0.004 0.034 -0.032
H 1.037 1.794 -1.053 0.725 0.387 -0.164
H -1.828 0.585 1.639 0.009 -0.037 -0.072
```
Forces are in eV/Å.

Record 9
The following is a DFT calculation (wB97M-V/def2-TZVPD) of C6H8OS in the gas phase.

## Properties
- Structure (SMILES): CC(S)=C=CCC=O
- Gap between HOMO and LUMO: 8.87 eV
- Spin multiplicity: 1

Structure (XYZ):
```
16
Properties=species:S:1:pos:R:3:forces:R:3
C 2.148 0.863 1.309 1.732 -0.552 -0.454
C 1.508 0.122 0.140 0.902 1.467 0.348
S 2.701 -0.848 -0.732 0.260 -0.479 -0.159
C 0.324 0.266 -0.385 1.053 -0.467 -0.458
C -0.673 0.014 -1.187 1.201 -1.578 2.745
C -1.671 -1.026 -0.980 -1.491 -0.857 1.883
C -1.425 -1.672 0.505 -2.323 0.387 -3.150
O -0.772 -1.160 1.334 0.467 0.044 1.534
H 1.445 1.574 1.685 -0.270 0.418 0.587
H 2.508 0.126 2.075 -0.648 0.689 -0.487
H 3.130 1.418 1.007 -1.826 -0.866 0.176
H 1.844 -1.821 -1.048 0.069 -0.167 -0.180
H -0.892 0.632 -1.924 -0.642 3.049 -3.412
H -1.587 -1.957 -1.588 -0.183 0.935 -0.220
H -2.685 -0.452 -1.173 1.437 -1.899 0.710
H -1.951 -2.644 0.569 0.263 -0.123 0.538
```
Forces are in eV/Å.

Record 10
The following is a DFT calculation (wB97M-V/def2-TZVPD) of a molecular structure, C6H8S.

## Properties
- Gap between HOMO and LUMO: 9.28 eV
- Spin multiplicity: 1

Structure (XYZ):
```
15
Properties=species:S:1:pos:R:3:forces:R:3
C -1.054 -0.797 -0.569 -2.500 2.145 -1.328
C -0.551 -0.870 0.856 2.166 0.792 1.195
C 0.436 -0.720 -0.972 1.693 -2.404 -2.116
C 1.063 0.497 -0.271 -2.088 0.055 -1.640
C -0.009 1.529 0.091 4.935 1.546 3.306
C 0.421 0.395 1.054 -1.866 -0.687 -1.764
H -1.471 0.241 -0.881 -0.235 -2.125 0.629
H -1.906 -1.613 -0.830 2.901 1.544 0.220
H -1.119 -0.966 1.770 -0.503 -0.785 -0.177
H 0.905 -1.000 -1.964 -1.179 0.618 0.769
H 2.102 0.772 -0.466 -0.477 -0.158 0.201
H 0.250 2.570 0.379 0.973 -0.804 -0.058
H -0.938 1.707 -0.232 -3.315 -0.618 -1.469
H 1.141 0.388 1.831 -0.236 0.553 1.252
S 0.728 -2.135 0.204 -0.268 0.329 0.980
```
Forces are in eV/Å.

In order of appearance, ΔE to the lowest compared entry with this formula, charge and spin = 526.0 153.6 119.9 694.2 199.1 248.4 151.1 129.8 317.2 320.0 kJ/mol.
In order of appearance, strongest force on any atom = 0.1700 0.0986 0.0344 0.3440 0.0245 0.1191 0.0580 0.0176 0.0899 0.1194 hartree/bohr.